# 1
Density functional theory data (ωB97M-V with the def2-TZVPD basis set) for one molecule with the formula C5H8O2.

Calculated values
Frontier orbital gap = 11.07 eV
Relative energy (zero: lowest compared OMol25 entry of this formula, charge and spin) = 278.9 kJ/mol
HOMO level = -10.1476 eV
SMILES = C#CCOCCO
Total charge = 0

Geometry as XYZ:
```
15
C5H8O2 | the Open Molecules 2025 dataset | ωB97M-V with the def2-TZVPD basis set
C 1.002 -0.662 0.029
C -1.457 1.883 0.828
C -0.214 1.311 0.294
H 1.748 -0.378 0.789
H 0.622 1.692 0.902
H -0.922 -1.976 -0.820
C -2.450 2.389 1.283
H -0.032 1.641 -0.742
C 0.794 -2.161 -0.007
H 1.733 -2.669 -0.248
O -0.257 -0.096 0.343
H 1.350 -0.307 -0.954
H -3.309 2.837 1.737
O -0.139 -2.515 -1.000
H 0.460 -2.482 0.992
```

Atomic partial charges in e from the Löwdin method, atoms 1 to 6: number 1, C, carries -0.217; number 2, C, carries -0.090; number 3, C, carries -0.244; number 4, H, carries 0.131; number 5, H, carries 0.129; number 6, H, carries 0.086

=====

# 2
Density functional theory data (ωB97M-V with the def2-TZVPD basis set) for one molecule with the formula C5H8O2.

Calculated values
Frontier orbital gap = 10.60 eV
Relative energy (zero: lowest compared OMol25 entry of this formula, charge and spin) = 99.9 kJ/mol
HOMO level = -9.6663 eV
SMILES = CC(=O)C1(O)CC1
Total charge = 0

Geometry as XYZ:
```
15
C5H8O2 | the Open Molecules 2025 dataset | ωB97M-V with the def2-TZVPD basis set
H -2.439 -0.667 -0.092
O -0.659 -1.123 1.731
H 0.211 -1.476 1.990
C 1.512 0.230 -1.093
H 2.069 -0.481 -1.709
H 2.213 1.015 -0.787
C -0.393 -0.354 0.609
H -1.700 1.241 1.356
C -1.523 -0.154 -0.364
C 1.021 -0.486 0.144
C -1.081 0.988 0.501
O 1.778 -1.171 0.812
H -0.557 1.825 0.045
H -1.315 -0.120 -1.430
H 0.718 0.682 -1.690
```

Atomic partial charges in e from the Löwdin method, atoms 1 to 6: number 1, H, carries 0.116; number 2, O, carries 0.032; number 3, H, carries 0.094; number 4, C, carries 0.005; number 5, H, carries 0.095; number 6, H, carries 0.098

=====

# 3
Density functional theory data (ωB97M-V with the def2-TZVPD basis set) for one molecule with the formula C5H8O2.

Calculated values
Frontier orbital gap = 10.14 eV
Relative energy (zero: lowest compared OMol25 entry of this formula, charge and spin) = 98.6 kJ/mol
HOMO level = -9.2680 eV
SMILES = C[C@@]1(O)CCC1=O
Total charge = 0

Geometry as XYZ:
```
15
C5H8O2 | the Open Molecules 2025 dataset | ωB97M-V with the def2-TZVPD basis set
H -1.030 1.750 -1.195
H 0.660 1.096 1.686
H -2.133 -0.354 -1.141
C 1.767 -0.189 0.207
C 0.568 0.161 1.130
H 2.454 0.647 0.046
C 0.765 -0.326 -0.933
H -1.531 -1.545 0.010
O 0.790 -0.832 -2.023
H 2.346 -1.090 0.429
O -0.547 1.669 -0.361
H 0.295 -0.649 1.811
C -1.687 -0.473 -0.146
C -0.378 0.288 -0.092
H -2.393 -0.099 0.602
```

Atomic partial charges in e from the Löwdin method, atoms 1 to 6: number 1, H, carries 0.106; number 2, H, carries 0.117; number 3, H, carries 0.090; number 4, C, carries -0.061; number 5, C, carries -0.081; number 6, H, carries 0.123

=====

# 4
Density functional theory data (ωB97M-V with the def2-TZVPD basis set) for one molecule with the formula C5H8O2.

Calculated values
Frontier orbital gap = 8.82 eV
Relative energy (zero: lowest compared OMol25 entry of this formula, charge and spin) = 364.8 kJ/mol
HOMO level = -8.3181 eV
Total charge = 0

Geometry as XYZ:
```
15
C5H8O2 | the Open Molecules 2025 dataset | ωB97M-V with the def2-TZVPD basis set
H 1.724 -1.420 -0.555
C -0.913 -0.900 0.194
H -2.476 0.553 0.811
H 2.379 -0.901 1.528
C 1.532 -0.355 -0.413
H -2.691 -0.055 -0.849
H -0.780 1.272 -1.636
H -0.713 2.090 -0.056
O 2.225 -0.053 1.069
C -1.952 0.204 -0.084
C -0.776 1.115 -0.551
H 1.127 0.218 1.199
C 0.184 0.024 -0.067
O -0.991 -2.080 0.477
H 2.120 0.287 -1.066
```

Atomic partial charges in e from the Löwdin method, atoms 1 to 6: number 1, H, carries 0.120; number 2, C, carries -0.430; number 3, H, carries 0.110; number 4, H, carries 0.119; number 5, C, carries -0.023; number 6, H, carries 0.111

=====

# 5
Density functional theory data (ωB97M-V with the def2-TZVPD basis set) for C5H8O2 as an isolated structure.

Calculated values
Frontier orbital gap = 9.86 eV
Relative energy (zero: lowest compared OMol25 entry of this formula, charge and spin) = 237.4 kJ/mol
HOMO level = -8.9847 eV
Total charge = 0

Geometry as XYZ:
```
15
C5H8O2 | the Open Molecules 2025 dataset | ωB97M-V with the def2-TZVPD basis set
C -1.174 -1.240 0.184
O 0.691 -0.138 -1.066
H -0.560 -2.040 0.676
H -1.631 1.147 0.971
H 3.716 0.281 -0.962
H -0.473 2.187 0.088
H -1.764 1.295 -0.881
C -0.228 -0.023 0.025
C 1.790 0.054 -0.069
H 3.635 0.178 0.755
C -1.017 1.276 0.027
C 3.058 0.076 -0.171
H -1.540 -1.394 -0.810
H -1.971 -0.890 0.976
O 0.896 0.015 0.940
```

Atomic partial charges in e from the Löwdin method, atoms 1 to 6: number 1, C, carries 0.015; number 2, O, carries 0.026; number 3, H, carries 0.104; number 4, H, carries 0.095; number 5, H, carries 0.055; number 6, H, carries 0.069

=====

# 6
Density functional theory data (ωB97M-V with the def2-TZVPD basis set) for one molecule with the formula C5H8O2S.

Calculated values
Frontier orbital gap = 9.05 eV
Relative energy (zero: lowest compared OMol25 entry of this formula, charge and spin) = 267.1 kJ/mol
HOMO level = -8.3791 eV
Total charge = 0

Geometry as XYZ:
```
16
C5H8O2S | the Open Molecules 2025 dataset | ωB97M-V with the def2-TZVPD basis set
O 4.637 0.275 -0.255
H -1.299 0.512 0.638
C 0.610 -0.586 0.549
H 0.120 2.642 0.144
C -0.262 0.735 0.860
O 1.611 1.402 -0.418
H 0.949 -1.138 1.402
C 2.000 0.263 0.083
C 0.115 -1.303 -0.620
H -0.379 1.670 -1.181
H 0.349 -0.884 -1.632
H -0.989 -1.523 -0.556
H 0.834 -2.299 -0.669
C 0.217 1.685 -0.240
S 3.440 -0.522 0.268
H 0.042 0.958 1.870
```

Atomic partial charges in e from the Löwdin method, atoms 1 to 6: number 1, O, carries -0.624; number 2, H, carries 0.110; number 3, C, carries -0.319; number 4, H, carries 0.097; number 5, C, carries -0.094; number 6, O, carries -0.023

=====

# 7
Density functional theory data (ωB97M-V with the def2-TZVPD basis set) for one molecule with the formula C5H8O2S.

Calculated values
Frontier orbital gap = 9.63 eV
Relative energy (zero: lowest compared OMol25 entry of this formula, charge and spin) = 305.2 kJ/mol
HOMO level = -8.7591 eV
SMILES = S[C@@H]1C[C@@]12COCO2
Total charge = 0

Geometry as XYZ:
```
16
C5H8O2S | the Open Molecules 2025 dataset | ωB97M-V with the def2-TZVPD basis set
C -0.058 -0.014 -1.450
S -0.288 1.402 2.492
H -2.382 0.121 -0.237
H 0.904 0.608 2.413
H 2.816 -0.985 -0.107
H -2.129 -0.635 1.420
H -0.533 -0.809 -2.134
C -1.570 -0.067 0.486
C -0.759 1.180 0.772
H -0.315 0.949 -1.780
H -1.194 2.012 0.202
H 1.606 -2.009 -0.818
C -0.184 -0.045 0.064
O 0.982 -0.639 0.631
C 1.741 -0.988 -0.456
O 1.363 -0.081 -1.497
```

Atomic partial charges in e from the Löwdin method, atoms 1 to 6: number 1, C, carries -0.097; number 2, S, carries 0.731; number 3, H, carries 0.110; number 4, H, carries -0.066; number 5, H, carries 0.156; number 6, H, carries 0.168

=====

# 8
Density functional theory data (ωB97M-V with the def2-TZVPD basis set) for one molecule with the formula C5H8O3.

Calculated values
Frontier orbital gap = 9.71 eV
Relative energy (zero: lowest compared OMol25 entry of this formula, charge and spin) = 226.1 kJ/mol
HOMO level = -9.2830 eV
SMILES = C/C=C(\OC)C(=O)O
Total charge = 0

Geometry as XYZ:
```
16
C5H8O3 | the Open Molecules 2025 dataset | ωB97M-V with the def2-TZVPD basis set
H -1.113 -2.394 0.484
C -1.707 -0.682 -0.301
H -0.534 3.125 0.080
H 2.761 -1.613 -0.124
O -0.240 1.269 -0.583
H 0.483 -1.769 0.299
H -1.863 1.904 0.533
C 2.264 -0.655 -0.398
O -2.594 -0.128 -0.943
O -1.936 -1.823 0.396
C -0.830 2.102 0.453
C -0.353 0.004 -0.236
C 0.803 -0.814 -0.011
H 2.631 0.081 0.331
H 2.598 -0.455 -1.375
H -0.369 1.849 1.395
```

Atomic partial charges in e from the Löwdin method, atoms 1 to 6: number 1, H, carries 0.129; number 2, C, carries -0.443; number 3, H, carries 0.121; number 4, H, carries 0.080; number 5, O, carries -0.078; number 6, H, carries 0.054

=====

# 9
Density functional theory data (ωB97M-V with the def2-TZVPD basis set) for one molecule with the formula C5H8O3.

Calculated values
Frontier orbital gap = 8.55 eV
Relative energy (zero: lowest compared OMol25 entry of this formula, charge and spin) = 246.2 kJ/mol
HOMO level = -7.6079 eV
SMILES = CC1=CO[C@H](CO)O1
Total charge = 0

Geometry as XYZ:
```
16
C5H8O3 | the Open Molecules 2025 dataset | ωB97M-V with the def2-TZVPD basis set
C 1.174 0.031 -0.019
H -2.065 0.495 1.564
H 1.176 2.034 0.894
H -3.049 0.058 -0.429
H -1.053 0.404 -2.079
H -2.181 -1.531 -0.575
H 3.118 0.204 0.448
H 2.260 -1.182 1.151
O -0.519 1.404 -0.259
H 2.734 -1.244 -0.537
O -1.777 -0.384 1.215
C 0.700 1.242 0.283
C -0.912 0.214 -0.960
C -2.106 -0.475 -0.204
C 2.372 -0.600 0.223
O 0.127 -0.671 -0.717
```

Atomic partial charges in e from the Löwdin method, atoms 1 to 6: number 1, C, carries -0.321; number 2, H, carries 0.109; number 3, H, carries 0.148; number 4, H, carries 0.117; number 5, H, carries 0.174; number 6, H, carries 0.135

=====

# 10
Density functional theory data (ωB97M-V with the def2-TZVPD basis set) for one molecule with the formula C5H8O3.

Calculated values
Frontier orbital gap = 9.40 eV
Relative energy (zero: lowest compared OMol25 entry of this formula, charge and spin) = 162.3 kJ/mol
HOMO level = -8.8126 eV
SMILES = C/C=C(\O)[C@@H](O)C=O
Total charge = 0

Geometry as XYZ:
```
16
C5H8O3 | the Open Molecules 2025 dataset | ωB97M-V with the def2-TZVPD basis set
C 2.267 -0.528 -0.598
C 0.192 0.440 0.399
H -1.640 1.312 1.168
O -1.703 1.301 -0.883
H 2.675 -0.407 0.400
C -1.785 -0.756 0.384
H -1.647 -1.242 1.361
H 2.842 0.083 -1.290
H 0.276 1.129 2.193
H -2.107 0.585 -1.420
O -2.358 -1.260 -0.549
H 2.379 -1.566 -0.903
H 0.337 -0.154 -1.591
O 0.748 0.490 1.644
C -1.302 0.712 0.313
C 0.827 -0.140 -0.628
```

Atomic partial charges in e from the Löwdin method, atoms 1 to 6: number 1, C, carries -0.077; number 2, C, carries -0.318; number 3, H, carries 0.155; number 4, O, carries -0.002; number 5, H, carries 0.069; number 6, C, carries -0.183

=====

| no. | lowest unoccupied orbital energy (eV) | strongest force on any atom (Eh/bohr) |
| --- | --- | --- |
| 1 | 0.92 | 0.0112 |
| 2 | 0.93 | 0.0091 |
| 3 | 0.88 | 0.0107 |
| 4 | 0.50 | 0.0074 |
| 5 | 0.88 | 0.1238 |
| 6 | 0.67 | 0.1015 |
| 7 | 0.87 | 0.1106 |
| 8 | 0.42 | 0.1146 |
| 9 | 0.95 | 0.1053 |
| 10 | 0.58 | 0.0311 |